Here is 2 unconnected molecules or ions with the total composition C4H11NS from the Open Molecules 2025 dataset. Energies are from ωB97M-V with the def2-TZVPD basis set.

Summary:
Gap between HOMO and LUMO, eV: 9.365
Spin multiplicity: 1
Relative energy (zero: lowest compared OMol25 entry of this formula, charge and spin), eV: 1.795
Highest occupied orbital energy, eV: -8.40
E_tot, Eh: -611.87617
SMILES: C=NC.CSC

CARTESIAN COORDINATES (ANGSTROEM)
1 C 0.3100 -1.8682 -0.7936
2 S 0.6874 -0.4576 -1.8275
3 C 2.1495 0.1994 -1.0116
4 H -0.6228 -2.3347 -1.0957
5 H 0.3915 -1.5637 0.2443
6 H 1.0653 -2.6521 -0.8899
7 H 2.9829 -0.5190 -1.0909
8 H 2.4873 1.1826 -1.3025
9 H 1.9994 -0.0065 0.0273
10 C -0.5830 1.1896 1.4427
11 C -2.5217 0.6320 0.3806
12 N -1.6694 0.2043 1.2180
13 H -0.0691 1.0028 2.3843
14 H -1.0386 2.1585 1.4646
15 H 0.1602 1.1658 0.6520
16 H -3.4830 0.1385 0.3788
17 H -2.2458 1.5282 -0.1810